Entry from the Open Molecules 2025 dataset: a cluster of 7 separate species, C17H38Cl10 in total in a non-equilibrium geometry (the ωB97M-V functional and the def2-TZVPD basis).

```
65
Properties=species:S:1:pos:R:3
H 0.08344 -11.44477 8.24701
H -6.41578 -11.19446 6.18559
C 0.65257 -19.54755 13.77121
H 0.42931 -13.86369 8.80873
H -2.91909 -21.21725 14.94891
H -0.16303 -19.80053 13.10698
H -0.36336 -18.52998 15.36119
H -2.00850 -20.45945 13.59648
C 1.74790 -18.10274 11.87242
H -0.83377 -13.10387 9.73158
H -1.17151 -20.61156 16.48925
C -5.04716 -16.05030 9.63824
C -1.66868 -16.30814 11.64421
H -5.83262 -12.83878 6.37936
C -0.94793 -20.61843 15.43752
C -0.55862 -13.36464 8.69236
H 0.95509 -19.62175 15.89174
Cl -5.12911 -15.25123 11.23584
H -4.32101 -20.80485 8.61794
H 2.31475 -18.15869 13.90338
H -0.62203 -16.42571 11.89597
H 0.74426 -17.44010 13.67038
H 1.34283 -20.40637 13.76009
H -3.07743 -15.59949 6.59083
H -1.72433 -10.47442 7.14845
H 2.35105 -17.15312 11.73375
H -1.82398 -15.79874 10.67688
C -2.43138 -16.42678 6.28832
H -4.82851 -18.59166 14.54874
H -5.90672 -16.69577 9.60123
C 1.39703 -18.24319 13.36459
Cl -4.97588 -14.85571 8.32495
C -5.27843 -17.82130 15.21576
Cl -4.81351 -18.22378 16.94375
C 0.09165 -19.53034 15.18919
C -1.97180 -11.44407 7.59885
H -1.62912 -16.08684 5.64750
H -3.81550 -19.01815 8.91386
H 0.95950 -17.95584 11.09178
H -5.45383 -11.95790 4.99723
C -5.55346 -11.83185 6.03473
Cl -5.39850 -19.73534 10.47182
C -4.62788 -19.75182 8.89441
H -0.15755 -12.50577 6.88020
H -2.73731 -12.33507 5.69203
Cl -3.27009 -17.55004 5.34182
C -3.00649 -12.07658 6.71938
H -1.22734 -14.04926 8.24246
Cl -2.40107 -17.89498 11.59697
H -2.39443 -11.23403 8.63013
Cl -7.01103 -17.77274 15.02896
Cl -1.76071 -17.18783 7.78897
H -4.88196 -16.85953 14.91916
H -2.77485 -19.50103 15.07890
H 2.41334 -18.81966 11.41320
H -4.59678 -10.93714 7.70020
H -3.99563 -10.31973 6.22935
C -4.29391 -11.23861 6.70990
C -0.62456 -12.13286 7.78212
H -0.57380 -21.60195 15.17595
Cl -2.41070 -15.37223 12.94587
H -4.21501 -16.73013 9.59833
C -2.23215 -20.43336 14.70265
H -3.28176 -13.07475 7.15396
Cl -5.71501 -19.19582 7.66602
```

SMILES string = CCCCCC.CCCCCC.ClCCl.ClCCl.ClCCl.ClCCl.ClCCl
LUMO level = 0.50 eV
Energy relative to the best compared isomer or geometry (same formula, charge and spin) = 0.354 eV
Gap between HOMO and LUMO = 0.409 Eh
HOMO level = -10.638 eV
Molecular weight = 597.02 g/mol
Strongest force on any atom = 2.900 eV/Å
2S+1 = 1

Here are the Mulliken charges for atoms 1 to 8, given in e: 0.3133, 0.3664, -0.3910, 0.4019, 0.4324, 0.1876, 0.3300, 0.1954